Density functional theory data (ωB97M-V/def2-TZVPD) for C2H5OPS as an isolated structure at a distorted geometry.

Properties
HOMO: -8.434 eV
HOMO-LUMO gap: 9.114 eV
ΔE to the lowest compared entry with this formula, charge and spin: 53.5 kJ/mol
strongest force on any atom: 0.069 hartree/bohr

```
! wB97M-V def2-TZVPD RIJCOSX def2/J DEFGRID3
* xyz 0 1
C 1.43 0.09 -0.14
C -0.67 -1.22 0.36
O -0.81 1.51 -0.17
P -0.16 0.46 1.00
S 1.03 -1.72 0.04
H 1.44 0.62 -1.18
H 2.38 0.36 0.35
H -1.20 -1.78 1.05
H -1.23 -1.09 -0.60
H -0.43 2.43 -0.23
*
```

Atomic charges from the Löwdin analysis, expressed in e, are listed below: C -0.611; C -0.689; O -0.423; P 0.837; S 0.685; H 0.070; H 0.009; H -0.011; H 0.059; H 0.073